C60H169N15O17 | ωB97M-V/def2-TZVPD

XYZ file:
```
261
Properties=species:S:1:pos:R:3:mulliken_charge:R:1
O -0.99 -5.05 0.32 -0.369
H -0.86 -5.96 0.06 0.349
H -1.49 -5.09 1.13 0.113
O 3.37 -4.59 1.02 -0.669
H 2.59 -4.06 0.87 -0.248
H 3.64 -4.37 1.91 0.698
C -3.53 -1.73 -7.36 -1.399
C -2.47 -2.84 -7.40 0.519
C -2.63 -3.74 -6.15 -0.776
O -2.31 -2.90 -5.01 -0.298
C -2.11 -3.66 -3.89 0.135
N -2.63 -3.64 -8.62 -0.736
H -3.50 -1.13 -6.45 0.265
H -4.49 -2.23 -7.32 0.307
H -3.38 -1.01 -8.16 0.440
H -1.50 -2.35 -7.27 0.188
H -2.00 -4.63 -6.21 0.320
H -3.68 -4.04 -6.16 0.497
H -1.27 -4.32 -4.14 -0.231
H -2.95 -4.27 -3.56 0.362
H -1.77 -2.98 -3.11 -0.148
H -3.48 -4.18 -8.74 0.261
H -2.75 -2.96 -9.36 0.296
C 1.91 -0.79 0.57 -0.143
C 0.72 -1.74 0.84 2.529
C -0.54 -1.34 0.05 -1.854
O -1.02 -0.05 0.46 0.734
C -2.46 0.05 0.53 -0.103
N 1.20 -3.00 0.47 1.698
H 2.78 -1.33 0.96 -0.671
H 1.67 0.16 1.04 0.371
H 2.10 -0.62 -0.49 -0.513
H 0.35 -1.77 1.87 -0.902
H -1.26 -2.14 0.19 0.025
H -0.39 -1.42 -1.02 0.312
H -2.67 1.12 0.50 -0.388
H -2.90 -0.24 1.49 -0.218
H -2.97 -0.51 -0.26 0.545
H 0.41 -3.64 0.47 -0.070
H 1.56 -2.88 -0.47 -0.734
C 4.77 -2.43 -3.34 -1.109
C 3.28 -2.23 -2.98 1.360
C 2.27 -2.35 -4.21 -1.084
O 2.44 -3.66 -4.76 -0.178
C 1.78 -3.95 -5.97 -0.998
N 2.86 -3.06 -1.88 0.154
H 4.90 -3.36 -3.89 0.277
H 5.42 -2.40 -2.47 0.393
H 5.05 -1.69 -4.09 0.081
H 3.09 -1.21 -2.66 -1.177
H 2.46 -1.59 -4.96 0.602
H 1.21 -2.23 -3.96 0.468
H 2.21 -4.90 -6.27 0.321
H 2.06 -3.26 -6.77 0.291
H 0.70 -3.90 -5.90 0.236
H 2.95 -3.96 -2.35 0.185
H 3.47 -3.05 -1.07 -0.426
C -4.26 -4.94 1.75 -1.839
C -3.62 -3.67 2.37 1.257
C -4.52 -3.07 3.41 -1.268
O -4.13 -1.72 3.60 -0.074
C -5.21 -0.91 3.98 -0.541
N -2.33 -4.09 2.83 -0.289
H -5.24 -4.63 1.37 0.439
H -4.49 -5.72 2.47 0.411
H -3.70 -5.31 0.89 0.432
H -3.49 -2.97 1.55 -0.395
H -4.40 -3.62 4.34 0.252
H -5.58 -3.24 3.20 0.545
H -5.48 -0.99 5.04 0.340
H -6.17 -0.98 3.46 0.408
H -4.92 0.11 3.76 -0.449
H -1.92 -3.30 3.32 -0.015
H -2.54 -4.81 3.51 0.363
C 5.05 0.48 -6.13 -1.354
C 5.03 1.81 -5.33 0.033
C 3.96 1.82 -4.14 0.586
O 2.62 1.80 -4.59 -0.471
C 1.65 1.77 -3.57 -0.064
N 6.40 1.97 -4.91 -0.531
H 5.35 0.72 -7.15 0.446
H 4.02 0.14 -6.19 0.219
H 5.70 -0.29 -5.71 0.256
H 4.85 2.60 -6.05 0.475
H 4.12 2.74 -3.57 -0.100
H 4.23 1.03 -3.43 -0.227
H 1.74 0.83 -3.02 -0.050
H 0.63 1.80 -3.95 0.440
H 1.70 2.47 -2.73 0.002
H 6.53 2.87 -4.48 0.214
H 6.98 2.15 -5.72 0.266
C 3.36 0.76 4.20 -1.671
C 4.61 0.12 3.56 2.947
C 5.86 1.06 3.21 -1.003
O 5.49 2.10 2.30 0.062
C 6.65 2.90 1.94 -0.840
N 4.95 -1.02 4.35 -0.448
H 2.56 0.04 4.39 0.210
H 2.92 1.59 3.65 0.236
H 3.58 1.13 5.20 0.517
H 4.28 -0.35 2.64 -1.862
H 6.51 0.37 2.68 0.267
H 6.25 1.43 4.16 0.377
H 7.00 3.43 2.82 0.353
H 6.35 3.64 1.20 0.162
H 7.54 2.38 1.58 0.317
H 4.78 -0.79 5.32 0.259
H 5.95 -1.16 4.45 0.221
C 1.47 -4.64 3.58 -1.652
C 2.39 -3.47 3.98 2.692
C 2.38 -3.06 5.50 -1.378
O 3.24 -4.00 6.20 -0.365
C 3.00 -4.00 7.57 -0.808
N 3.78 -3.68 3.54 -0.561
H 1.55 -5.60 4.10 0.452
H 1.43 -4.86 2.51 0.245
H 0.42 -4.41 3.78 0.135
H 2.02 -2.59 3.45 -1.332
H 1.35 -3.12 5.86 0.658
H 2.71 -2.02 5.62 0.434
H 2.24 -3.29 7.88 0.353
H 3.98 -3.73 7.97 0.250
H 2.78 -5.00 7.93 0.239
H 4.14 -4.49 4.01 0.336
H 4.40 -2.91 3.76 0.085
C -0.67 7.44 0.50 -1.571
C -1.36 6.33 1.24 0.648
C -0.59 4.97 0.94 1.966
O -0.99 4.46 -0.32 -0.523
C -0.45 3.15 -0.45 0.226
N -1.21 6.67 2.62 -0.584
H -1.15 8.42 0.51 0.478
H -0.73 7.26 -0.58 0.296
H 0.36 7.51 0.84 0.446
H -2.42 6.20 1.05 -0.076
H -0.93 4.19 1.62 -0.802
H 0.47 5.19 1.05 -0.923
H 0.60 3.19 -0.75 -0.394
H -1.00 2.69 -1.27 0.288
H -0.51 2.43 0.36 0.076
H -1.25 7.67 2.76 0.247
H -1.91 6.27 3.22 0.120
C 4.23 6.13 -1.35 -1.492
C 3.04 5.86 -0.44 0.523
C 3.20 4.53 0.25 0.357
O 2.86 3.48 -0.67 0.113
C 3.61 2.29 -0.42 -0.028
N 3.12 6.94 0.53 -0.698
H 4.46 5.32 -2.04 0.154
H 5.12 6.40 -0.78 0.349
H 3.96 6.98 -1.98 0.416
H 2.12 5.76 -1.02 0.351
H 2.53 4.53 1.11 -0.385
H 4.22 4.33 0.56 -0.211
H 3.47 1.90 0.59 0.314
H 4.65 2.51 -0.67 0.608
H 3.31 1.55 -1.16 -0.983
H 3.99 6.91 1.04 0.321
H 2.37 6.83 1.20 0.248
C -4.12 3.10 2.65 1.879
C -4.53 4.29 3.54 0.618
C -5.81 4.05 4.33 -1.321
O -6.90 3.78 3.54 -0.127
C -8.14 4.08 4.13 -1.110
N -3.40 4.61 4.38 -0.627
H -4.50 2.17 3.06 -1.097
H -3.04 3.07 2.53 0.168
H -4.67 3.14 1.70 -0.745
H -4.74 5.17 2.92 0.126
H -6.04 4.88 5.00 0.560
H -5.67 3.27 5.08 0.342
H -8.47 5.11 3.94 0.341
H -8.29 3.90 5.19 0.481
H -8.83 3.36 3.68 0.274
H -3.45 4.14 5.26 0.359
H -2.57 4.18 3.98 -0.179
C -2.40 0.58 5.67 -1.741
C -1.62 0.45 4.35 2.423
C -0.35 1.31 4.24 -0.083
O -0.73 2.63 4.12 0.076
C 0.31 3.62 4.37 -0.730
N -1.28 -0.93 4.12 -0.225
H -2.80 1.58 5.82 0.214
H -1.69 0.51 6.50 0.416
H -3.18 -0.15 5.89 0.403
H -2.19 0.62 3.44 -0.900
H 0.18 1.11 3.31 -0.457
H 0.33 1.08 5.06 0.330
H -0.04 4.64 4.51 0.243
H 0.99 3.47 3.53 0.024
H 0.80 3.39 5.31 0.416
H -2.21 -1.25 3.90 -0.101
H -0.87 -0.97 3.20 -0.078
C -8.52 5.64 0.12 -1.540
C -7.60 4.64 -0.54 0.200
C -6.09 5.03 -0.76 -0.252
O -5.27 3.99 -1.29 -0.244
C -3.87 4.03 -1.16 -0.263
N -7.72 3.56 0.40 -0.319
H -8.54 6.55 -0.48 0.412
H -8.31 5.85 1.17 0.241
H -9.52 5.19 0.09 0.408
H -7.93 4.26 -1.51 0.503
H -5.75 5.33 0.23 0.080
H -6.06 5.93 -1.38 0.401
H -3.50 3.05 -1.43 0.123
H -3.67 4.08 -0.09 -0.070
H -3.42 4.91 -1.63 0.423
H -7.25 3.79 1.26 -0.016
H -7.23 2.71 0.16 0.171
C -6.74 -0.51 -3.35 -1.784
C -7.19 0.25 -2.08 0.617
C -6.09 0.17 -1.00 -0.768
O -6.41 0.88 0.20 0.099
C -7.51 0.28 0.98 -0.937
N -7.34 1.65 -2.49 -0.640
H -7.57 -0.61 -4.06 0.409
H -6.46 -1.51 -3.03 0.381
H -5.89 -0.16 -3.94 0.423
H -8.13 -0.09 -1.64 0.255
H -5.11 0.46 -1.40 0.066
H -5.92 -0.83 -0.62 0.465
H -8.39 0.21 0.33 0.404
H -7.81 0.96 1.77 0.118
H -7.16 -0.71 1.28 0.296
H -6.59 2.00 -3.08 0.342
H -7.16 2.21 -1.68 0.006
C 9.85 0.59 -1.27 -1.561
C 8.60 -0.35 -1.38 0.249
C 7.36 -0.17 -0.53 0.039
O 6.35 -1.20 -0.67 -0.272
C 5.35 -1.30 0.39 0.893
N 8.29 -0.29 -2.81 -0.700
H 9.64 1.59 -1.63 0.366
H 10.63 0.25 -1.95 0.397
H 10.36 0.62 -0.31 0.413
H 8.89 -1.38 -1.18 0.292
H 6.83 0.75 -0.75 -0.045
H 7.69 -0.04 0.50 0.132
H 5.76 -1.54 1.37 0.429
H 4.69 -2.11 0.07 -0.563
H 4.72 -0.41 0.41 -0.216
H 7.34 -0.65 -2.78 0.229
H 8.12 0.69 -2.96 0.209
C 1.40 -5.72 -1.69 -0.688
C 2.14 -6.66 -2.60 0.681
C 1.26 -7.03 -3.84 -0.494
O 0.26 -7.93 -3.39 -0.416
C -0.62 -8.45 -4.38 -0.691
N 3.34 -6.02 -3.12 -0.450
H 0.53 -6.21 -1.27 0.045
H 1.13 -4.74 -2.10 0.128
H 2.03 -5.40 -0.86 0.108
H 2.55 -7.54 -2.10 0.529
H 1.77 -7.59 -4.63 0.587
H 0.85 -6.12 -4.28 -0.162
H -1.34 -7.64 -4.36 0.221
H -1.10 -9.36 -4.03 0.219
H -0.18 -8.62 -5.37 0.325
H 3.96 -6.64 -3.60 0.380
H 3.01 -5.31 -3.76 -0.165
```

Properties
HOMO-LUMO gap   8.8 eV
Total energy   -122107.8115 eV
2S+1   1
HOMO level   -8.418 eV
F_max   3.02 eV Å⁻¹